113
Properties=species:S:1:pos:R:3 method="wB97M-V/def2-TZVPD" total_charge=+1 homo_energy_ev=-11.8493 fmax_ha_per_bohr=0.02899 orbital_gap_ev=8.179
N -3.74 -1.83 -1.85
C -2.78 -1.01 -2.61
C -3.39 0.38 -2.98
C -2.92 1.40 -1.96
C -1.53 1.76 -1.99
Br -0.35 1.02 -3.26
C -1.10 2.68 -1.09
N -1.95 3.23 -0.22
C -3.24 2.91 -0.17
F -3.94 3.56 0.74
C -3.80 1.99 -1.03
C -5.31 1.75 -0.90
C -5.74 0.28 -0.70
C -7.21 0.31 -0.28
F -7.71 -0.93 -0.13
F -7.97 0.92 -1.21
F -7.40 0.95 0.90
H -3.39 -2.78 -1.80
H -3.69 -1.48 -0.90
H -2.36 -1.54 -3.47
H -1.93 -0.83 -1.93
H -3.00 0.72 -3.95
H -4.48 0.35 -3.09
H -0.04 2.96 -1.11
H -1.60 3.93 0.43
H -5.83 2.21 -1.75
H -5.62 2.28 0.02
H -5.74 -0.29 -1.64
H -5.18 -0.25 0.08
C -5.20 6.56 4.31
C -5.43 5.21 3.63
C -4.89 4.02 4.44
C -3.43 4.07 4.58
N -2.29 4.10 4.68
H -4.14 6.77 4.43
H -5.63 7.36 3.71
H -5.67 6.58 5.30
H -4.97 5.22 2.64
H -6.50 5.07 3.49
H -5.17 3.09 3.94
H -5.35 4.00 5.43
C -1.57 -5.41 2.30
C -2.01 -5.60 0.85
C -1.09 -4.90 -0.15
C -1.11 -3.45 0.00
N -1.11 -2.31 0.14
H -1.60 -4.36 2.59
H -2.23 -5.95 2.97
H -0.55 -5.77 2.45
H -3.04 -5.25 0.74
H -2.02 -6.67 0.63
H -1.42 -5.16 -1.17
H -0.07 -5.27 -0.05
C 3.07 -0.72 0.45
C 3.26 -1.25 1.87
C 3.68 -2.72 1.91
C 2.65 -3.61 1.36
N 1.85 -4.29 0.92
H 2.27 -1.25 -0.08
H 2.81 0.34 0.47
H 3.99 -0.83 -0.13
H 2.33 -1.11 2.43
H 4.02 -0.65 2.37
H 3.88 -3.00 2.95
H 4.61 -2.85 1.36
C 0.98 0.71 7.03
C 0.55 0.42 5.60
C 0.87 -1.02 5.16
C 2.30 -1.28 5.13
N 3.43 -1.49 5.11
H 2.06 0.62 7.15
H 0.70 1.72 7.31
H 0.50 0.02 7.74
H 1.03 1.13 4.93
H -0.53 0.57 5.52
H 0.46 -1.18 4.16
H 0.38 -1.73 5.82
C 1.46 -1.18 -6.34
C 1.22 -1.25 -7.84
C 0.16 -0.25 -8.31
C -1.16 -0.53 -7.74
N -2.19 -0.74 -7.27
H 0.55 -1.43 -5.78
H 2.24 -1.87 -6.04
H 1.77 -0.17 -6.04
H 0.92 -2.27 -8.11
H 2.15 -1.04 -8.36
H 0.09 -0.29 -9.40
H 0.46 0.77 -8.05
C 3.67 5.97 -1.79
C 3.78 5.44 -0.36
C 4.11 3.94 -0.30
C 3.05 3.12 -0.87
N 2.22 2.47 -1.32
H 2.85 5.49 -2.33
H 3.47 7.04 -1.78
H 4.59 5.80 -2.34
H 2.85 5.64 0.18
H 4.57 5.99 0.16
H 4.27 3.65 0.74
H 5.05 3.74 -0.82
C 7.11 -4.67 0.49
C 6.67 -4.87 -0.96
C 7.57 -4.15 -1.96
C 7.51 -2.70 -1.80
N 7.47 -1.56 -1.67
H 7.06 -3.61 0.78
H 6.46 -5.22 1.16
H 8.13 -5.01 0.64
H 5.63 -4.53 -1.07
H 6.68 -5.94 -1.18
H 7.25 -4.41 -2.98
H 8.60 -4.50 -1.86

39
Properties=species:S:1:pos:R:3 method="wB97M-V/def2-TZVPD" homo_energy_ev=-7.8259 fmax_ha_per_bohr=0.11539 smiles="NC(=O)CCc1c(CCCS(=O)(=O)O)cc2nsnc2c1[PH2]=S" orbital_gap_ev=6.681
N 1.58 4.01 -1.12
C 1.98 2.65 -0.74
O 3.00 2.24 -1.27
C 1.18 1.79 0.31
C 1.91 0.45 0.72
C 1.08 -0.85 0.49
C -0.25 -1.16 1.19
C -0.91 -0.12 2.18
C -2.40 0.26 1.72
C -2.48 1.57 0.83
S -2.38 1.30 -0.97
O -1.43 0.24 -1.35
O -1.85 2.56 -1.54
O -3.85 1.06 -1.67
C -1.01 -2.41 1.00
C -0.53 -3.50 0.08
N -1.06 -4.72 -0.22
S -0.02 -5.48 -1.33
N 1.09 -4.25 -1.44
C 0.79 -3.17 -0.64
C 1.58 -1.88 -0.45
P 3.16 -1.74 -1.44
S 2.75 -2.22 -3.30
H 1.08 4.00 -2.01
H 1.05 4.46 -0.37
H 0.15 1.65 -0.12
H 1.05 2.44 1.23
H 2.91 0.30 0.25
H 2.10 0.52 1.84
H -1.05 -0.65 3.18
H -0.26 0.78 2.34
H -2.92 -0.57 1.16
H -3.03 0.46 2.65
H -1.69 2.31 1.19
H -3.48 2.06 1.05
H -3.73 1.38 -2.59
H -1.96 -2.59 1.57
H 3.72 -0.43 -1.44
H 4.12 -2.71 -0.97

24
Properties=species:S:1:pos:R:3 method="wB97M-V/def2-TZVPD" homo_energy_ev=-10.7077 fmax_ha_per_bohr=0.20059 smiles="CC(=O)OC(=O)CNC(=O)OC(=O)NC(=O)F" orbital_gap_ev=9.734
C 1.28 -2.29 1.01
C 1.25 -2.03 -0.63
O 0.17 -2.41 -1.35
O 2.36 -1.36 -1.38
C 1.93 0.06 -1.50
O 1.26 0.54 -2.57
C 2.28 1.18 -0.31
N 1.27 1.18 0.82
C 0.03 2.02 0.49
O 0.16 3.20 -0.18
O -1.25 1.50 0.98
C -2.23 1.31 -0.10
O -2.03 1.50 -1.41
N -3.61 0.76 0.31
C -3.43 -0.77 0.30
O -3.58 -1.48 -0.85
F -3.04 -1.53 1.55
H 0.54 -1.53 1.56
H 2.37 -2.02 1.39
H 0.96 -3.40 1.25
H 2.52 2.24 -0.75
H 3.30 0.79 0.17
H 1.76 1.57 1.69
H -4.28 0.98 -0.49

17
Properties=species:S:1:pos:R:3 method="wB97M-V/def2-TZVPD" homo_energy_ev=-9.0135 fmax_ha_per_bohr=0.10040 smiles="Cc1nccc(=O)n1C" orbital_gap_ev=9.677 e_above_lowest_ev=1.158
C 2.11 -0.60 -0.08
C 0.64 -0.61 -0.01
N -0.01 -1.75 0.03
C -1.40 -1.78 0.06
C -2.30 -0.82 -0.01
C -1.60 0.53 -0.04
O -2.19 1.61 -0.01
N -0.15 0.55 0.04
C 0.54 1.83 0.01
H 2.47 0.28 -0.79
H 2.44 -1.62 -0.47
H 2.52 -0.51 1.05
H -1.70 -2.77 0.01
H -3.32 -0.92 -0.20
H 1.01 1.79 0.93
H 1.23 2.25 -0.71
H -0.30 2.54 0.19

95
Properties=species:S:1:pos:R:3 method="wB97M-V/def2-TZVPD" homo_energy_ev=-5.9848 fmax_ha_per_bohr=0.03302 orbital_gap_ev=5.104 e_above_lowest_ev=0.584
Ag 1.95 -1.18 -0.65
C 4.16 -2.05 -2.68
Si 4.97 -0.60 -1.71
C 6.86 -0.86 -1.81
C 4.55 1.03 -2.64
N 4.09 -0.58 -0.24
C 4.51 -0.37 1.03
C 5.84 -0.07 1.38
C 6.24 0.11 2.68
C 5.32 0.01 3.72
C 3.99 -0.25 3.42
C 3.59 -0.42 2.11
O 2.25 -0.62 1.78
C 1.34 -0.82 2.80
C 1.08 -2.10 3.25
C 0.05 -2.30 4.16
C -0.71 -1.23 4.60
C -0.41 0.06 4.17
C 0.62 0.27 3.28
H 4.47 -2.08 -3.72
H 3.07 -1.96 -2.65
H 4.42 -3.00 -2.22
H 7.16 -1.13 -2.82
H 7.18 -1.67 -1.15
H 7.40 0.03 -1.53
H 5.10 1.12 -3.57
H 4.79 1.89 -2.03
H 3.49 1.07 -2.87
H 6.56 0.01 0.58
H 7.27 0.33 2.90
H 5.63 0.12 4.74
H 3.26 -0.31 4.21
H 1.68 -2.93 2.89
H -0.17 -3.30 4.51
H -1.52 -1.39 5.30
H -0.99 0.90 4.54
H 0.90 1.26 2.94
Te 1.64 1.82 -0.03
C 1.89 3.95 -0.27
C 1.96 4.56 -1.51
C 2.08 5.94 -1.61
C 2.14 6.71 -0.46
C 2.07 6.11 0.78
C 1.95 4.73 0.87
C -0.45 2.15 -0.34
C -1.31 2.33 0.74
C -2.64 2.63 0.53
C -3.13 2.74 -0.76
C -2.29 2.55 -1.84
C -0.95 2.27 -1.62
H 1.91 3.96 -2.41
H 2.13 6.41 -2.58
H 2.23 7.79 -0.54
H 2.12 6.71 1.68
H 1.90 4.26 1.85
H -0.93 2.24 1.75
H -3.30 2.79 1.37
H -4.18 2.97 -0.93
H -2.66 2.63 -2.85
H -0.28 2.14 -2.47
S 1.81 -3.81 -0.27
C 0.19 -4.03 -0.60
N -0.22 -4.02 -1.94
C -1.53 -4.08 -2.27
C -2.46 -4.26 -1.30
C -1.97 -4.39 0.03
N -0.71 -4.26 0.35
H 0.51 -3.92 -2.64
H -1.78 -4.00 -3.32
H -3.51 -4.31 -1.52
H -2.65 -4.61 0.84
N -5.30 -0.94 0.44
C -6.62 -0.90 0.09
C -7.79 -0.98 0.83
C -8.98 -0.92 0.12
C -8.99 -0.78 -1.27
C -7.84 -0.69 -2.01
C -6.63 -0.76 -1.32
N -5.34 -0.72 -1.78
C -4.58 -0.83 -0.73
C -3.13 -0.88 -0.78
C -2.33 -1.09 0.35
C -0.97 -1.19 0.19
N -0.35 -1.06 -0.98
C -1.11 -0.84 -2.06
C -2.48 -0.76 -2.01
H -4.93 -1.02 1.37
H -7.77 -1.09 1.90
H -9.91 -0.99 0.66
H -9.95 -0.73 -1.77
H -7.86 -0.57 -3.09
H -2.75 -1.18 1.34
H -0.34 -1.40 1.04
H -0.58 -0.74 -3.00
H -3.07 -0.61 -2.91

18
Properties=species:S:1:pos:R:3 method="wB97M-V/def2-TZVPD" total_charge=+1 homo_energy_ev="-12.7917 / -13.0354" fmax_ha_per_bohr=0.05731 orbital_gap_ev="8.321 / 8.676" e_above_lowest_ev=5.083
C 1.38 2.10 -0.56
C 1.52 0.87 -0.06
C -1.38 1.02 0.71
C -1.21 -0.50 0.62
C -0.37 -0.90 -0.52
N 0.48 -2.12 -0.50
Cl 2.72 -0.21 0.39
H 2.27 2.87 -0.71
H 0.32 2.52 -0.77
H -1.47 1.55 -0.21
H -0.52 1.33 1.16
H -2.24 1.22 1.36
H -0.74 -0.85 1.47
H -2.27 -0.96 0.66
H -0.50 -0.59 -1.59
H 1.54 -1.96 -0.62
H 0.09 -2.77 -1.20
H 0.37 -2.61 0.39